[1]
Density functional theory data (the ωB97M-V functional and the def2-TZVPD basis) for a structure of composition C43H34ClN5O2PSr.

```
87
Properties=species:S:1:pos:R:3:forces:R:3
Sr 0.32981 0.12318 -0.49173 0.2 0.0 0.0
O 3.68751 -1.55593 2.17563 0.0 0.0 0.0
C 2.92165 -1.25784 1.24559 0.0 0.0 0.0
N 2.46567 -0.07664 0.84494 -0.1 -0.1 0.0
C 2.98149 1.11134 1.39814 0.0 0.0 0.1
C 4.30263 1.20973 1.84487 0.0 -0.1 0.0
C 4.83500 2.40481 2.29432 -0.1 0.2 0.0
C 4.03956 3.54040 2.31343 0.1 -0.1 0.0
C 2.72544 3.47056 1.88042 -0.1 0.0 0.0
C 2.16146 2.27114 1.41903 0.0 0.1 0.0
N 0.81925 2.13434 0.98800 0.0 -0.1 0.0
C -0.03465 3.14565 1.04924 0.0 0.0 0.0
O 0.12151 4.33570 1.36982 0.0 0.0 0.0
C -1.49454 2.79292 0.70455 0.0 0.0 0.0
C -2.39752 3.85405 0.64138 0.0 0.0 0.0
C -3.74204 3.60669 0.45729 0.0 -0.1 0.0
C -4.17293 2.28911 0.36687 0.0 0.1 0.0
C -3.21526 1.29806 0.41748 -0.1 0.0 0.0
N -1.90415 1.52678 0.55067 0.0 0.0 0.1
C 2.41834 -2.43798 0.40875 0.0 0.0 0.0
C 2.89214 -3.71215 0.71351 0.0 0.1 0.1
C 2.49931 -4.78435 -0.06224 0.0 0.0 -0.1
C 1.64217 -4.56501 -1.13296 0.0 0.0 0.0
C 1.20702 -3.27293 -1.36142 0.0 0.0 0.0
N 1.57512 -2.23364 -0.60878 0.0 0.0 0.0
H 4.91234 0.31950 1.83827 0.0 0.0 0.0
H 5.86546 2.44141 2.62869 0.0 0.0 0.0
H 4.43491 4.48737 2.66254 0.0 0.0 0.0
H 2.10867 4.35212 1.89293 0.0 0.0 0.0
H -1.99291 4.84725 0.76725 0.0 0.0 0.0
H -4.45022 4.42451 0.40398 0.0 0.0 0.0
H -5.21523 2.02832 0.24663 0.0 0.0 0.0
H -3.52642 0.26146 0.34656 0.0 0.0 0.0
H 3.56637 -3.80744 1.55222 0.0 0.0 0.0
H 2.86314 -5.78130 0.15643 0.0 0.0 0.0
H 1.31529 -5.36795 -1.78032 0.0 0.0 0.0
H 0.54588 -3.05010 -2.19110 0.0 0.0 0.0
N -1.22940 -1.27155 1.42759 -0.1 0.1 -0.1
C -2.20246 -2.29007 1.32579 0.0 0.0 0.1
C -2.54659 -3.02969 2.46050 0.0 0.0 0.0
C -3.49239 -4.03423 2.39728 0.0 0.0 0.0
C -4.12760 -4.31982 1.19418 0.0 0.0 0.0
C -3.77132 -3.60996 0.06275 0.0 0.0 0.0
C -2.80349 -2.60222 0.09577 0.0 0.0 -0.1
P -2.15605 -1.82335 -1.43901 0.0 0.0 0.1
C -3.49998 -0.74051 -2.05816 -0.1 -0.1 0.1
C -3.10417 0.40708 -2.73603 0.0 0.0 0.0
C -4.05397 1.29296 -3.23092 0.0 0.0 0.0
C -5.40232 1.04553 -3.03594 0.0 0.0 0.0
C -5.80533 -0.09686 -2.35016 0.0 0.0 0.0
C -4.85994 -0.98788 -1.86896 0.0 0.0 0.0
C -2.23966 -3.22104 -2.61917 0.0 0.0 -0.1
C -2.61920 -2.99422 -3.93966 0.0 0.0 0.0
C -2.56184 -4.01659 -4.87522 0.0 0.0 0.0
C -2.12004 -5.27700 -4.50454 0.0 0.0 0.0
C -1.73645 -5.51188 -3.19048 0.0 0.0 0.0
C -1.79149 -4.49118 -2.25456 0.0 0.0 0.0
H -1.59707 -0.33229 1.25458 0.0 -0.1 0.1
H -0.76885 -1.26117 2.32905 0.0 0.0 0.0
H -2.06379 -2.79462 3.40198 0.0 0.0 0.0
H -3.74021 -4.59260 3.29129 0.0 0.0 0.0
H -4.87252 -5.10258 1.13750 0.0 0.0 0.0
H -4.21470 -3.87251 -0.89027 0.0 0.0 0.0
H -2.04507 0.61379 -2.85919 0.0 0.0 0.0
H -3.73134 2.18402 -3.75495 0.0 0.0 0.0
H -6.14291 1.74120 -3.41065 0.0 0.0 0.0
H -6.85894 -0.29310 -2.19312 0.0 0.0 0.0
H -5.18298 -1.87018 -1.33172 0.0 0.0 0.0
H -2.94007 -2.00667 -4.24534 0.0 0.0 0.0
H -2.83695 -3.81730 -5.90216 0.0 0.0 0.0
H -2.06235 -6.07051 -5.23872 0.0 0.0 0.0
H -1.38754 -6.49355 -2.89311 0.0 0.0 0.0
H -1.48092 -4.68078 -1.23373 0.0 0.0 0.0
Cl -0.43673 -3.16179 -7.49412 0.0 0.0 0.0
C -0.18658 -1.99043 -6.21132 0.0 0.0 0.0
C 0.80648 -2.20158 -5.26482 0.0 0.0 0.0
C 1.02113 -1.26672 -4.27141 0.0 0.0 0.0
C 0.26114 -0.07458 -4.16518 0.0 0.1 0.1
C 0.48780 0.87744 -3.10914 0.0 0.1 -0.3
C -0.74580 0.08489 -5.14778 0.0 0.0 0.0
C -0.96188 -0.84605 -6.15074 0.0 0.0 0.0
H 1.41590 -3.09589 -5.31600 0.0 0.0 0.0
H 1.81588 -1.43631 -3.55206 0.0 0.0 0.0
H 0.07052 1.86588 -3.31535 0.0 0.0 0.0
H 1.55243 0.97267 -2.86220 0.0 0.0 0.1
H -1.34157 0.99140 -5.14576 0.0 0.0 0.0
H -1.72743 -0.67429 -6.89838 0.0 0.0 0.0
```
Forces are in eV/Å.

Calculated total energy (Ha): -2915.7381
ΔE to the lowest compared entry with this formula, charge and spin (kJ/mol): 53.5
LUMO energy (eV): 2.157
Total charge: -1
HOMO level (eV): -3.908
Gap between HOMO and LUMO (eV): 6.0659

[2]
Density functional theory data (the ωB97M-V functional and the def2-TZVPD basis) for a structure of composition C43H34IN3O2PRu at a distorted geometry.

```
85
Properties=species:S:1:pos:R:3:forces:R:3
Ru 1.22991 -0.72750 -0.57810 1.2 1.0 1.0
I 0.97783 -3.09149 0.51535 -0.1 0.1 0.2
C -0.81003 -4.08858 0.08410 0.1 -0.1 -0.1
C -0.78155 -5.35395 0.60459 0.0 0.0 0.0
C -1.83737 -6.25085 0.38394 0.0 0.0 0.0
C -2.88305 -5.85007 -0.38626 0.0 0.0 0.0
C -2.92899 -4.54721 -0.93698 0.0 0.0 0.0
C -4.05002 -4.20528 -1.72833 0.0 0.0 0.0
C -4.15998 -2.96883 -2.27516 0.0 0.0 0.0
C -3.15142 -2.02365 -2.02928 0.0 0.0 -0.1
C -2.03682 -2.28721 -1.26486 0.1 0.0 -0.2
P -1.04466 -0.76754 -0.93441 0.0 -0.3 0.0
C -1.30515 0.21189 -2.43869 -0.1 0.0 0.0
C -1.74856 1.52778 -2.40411 0.0 0.0 0.0
C -1.82517 2.26857 -3.57705 0.0 0.0 0.0
C -1.45611 1.69809 -4.78321 0.0 0.0 0.0
C -1.00465 0.38276 -4.82195 0.0 0.0 0.0
C -0.92540 -0.35544 -3.65696 0.0 0.0 0.0
C -2.06549 -0.02980 0.37705 0.1 0.0 0.0
C -3.33309 0.49535 0.11699 0.0 0.0 -0.1
C -4.12683 0.94697 1.15588 0.0 0.0 0.0
C -3.67924 0.85029 2.46832 0.0 0.0 0.0
C -2.43538 0.30283 2.73455 0.0 0.0 0.0
C -1.62805 -0.12929 1.68977 0.0 0.0 0.0
C -1.88459 -3.59770 -0.70109 -0.1 0.0 0.0
H 0.07047 -5.68375 1.18465 0.0 0.0 0.0
H -1.79741 -7.24328 0.80879 0.0 0.0 0.0
H -3.70495 -6.52152 -0.59644 0.0 0.0 0.0
H -4.81382 -4.95552 -1.88582 0.0 0.0 0.0
H -5.01004 -2.69767 -2.88522 0.0 0.0 0.0
H -3.27695 -1.04532 -2.46952 0.0 0.0 0.0
H -2.01613 1.99629 -1.46584 0.0 0.0 0.0
H -2.16968 3.29352 -3.53952 0.0 0.0 0.0
H -1.51610 2.27484 -5.69619 0.0 0.0 0.0
H -0.70791 -0.06213 -5.76160 0.0 0.0 0.0
H -0.56491 -1.37725 -3.69083 0.0 0.0 0.0
H -3.71135 0.55106 -0.89449 0.0 0.0 0.0
H -5.10235 1.36295 0.94295 0.0 0.0 0.0
H -4.30773 1.19175 3.27993 0.0 0.0 0.0
H -2.08458 0.21138 3.75249 0.0 0.0 0.0
H -0.65163 -0.54514 1.89240 0.0 0.0 0.0
O 1.48936 0.54476 -2.22695 0.0 0.0 0.1
N 1.19100 1.77653 -2.07146 0.0 0.2 -0.2
N 0.83202 2.08897 -0.90534 -0.1 0.0 0.3
O 0.80220 1.21969 0.10046 -0.4 0.2 -0.3
C 0.38766 3.42630 -0.62201 0.0 0.0 0.0
C 0.67674 4.45120 -1.51114 0.0 0.0 0.0
C 0.20758 5.72213 -1.22650 0.0 0.0 0.0
C -0.53321 5.95837 -0.07526 0.0 0.0 0.0
C -0.80788 4.91812 0.79848 0.0 0.0 0.0
C -0.34739 3.63644 0.53281 0.0 0.0 0.0
H 1.25341 4.25386 -2.40276 0.0 0.0 0.0
H 0.42877 6.53329 -1.90574 0.0 0.0 0.0
H -0.89280 6.95470 0.13994 0.0 0.0 0.0
H -1.38573 5.09912 1.69429 0.0 0.0 0.0
H -0.55742 2.81159 1.19960 0.0 0.0 0.0
C 2.88303 -1.63727 -1.59189 -1.3 -0.5 -0.2
C 3.91213 -0.84422 -0.88739 0.1 -0.1 0.0
C 4.65656 -1.45996 0.13251 0.0 0.0 0.0
C 5.59772 -0.76911 0.86034 0.0 0.0 0.0
C 5.82724 0.58139 0.58457 0.0 0.0 0.0
C 5.13866 1.20181 -0.45069 0.0 0.0 0.0
C 4.19810 0.49412 -1.18248 0.0 0.0 0.0
C 6.78494 1.32272 1.36008 -0.2 -0.2 -0.2
N 7.53765 1.91500 1.98965 0.2 0.2 0.2
H 2.99483 -2.70616 -1.43947 0.2 0.0 -0.1
H 2.70255 -1.40531 -2.63803 0.3 0.1 0.0
H 4.48260 -2.50879 0.34814 0.0 0.0 0.0
H 6.16028 -1.25838 1.64348 0.0 0.0 0.0
H 5.34519 2.23779 -0.68291 0.0 0.0 0.0
H 3.68788 0.97765 -1.99954 0.0 0.0 0.0
C 2.21053 -0.30499 1.68181 -1.1 -0.8 -1.2
C 1.47738 -0.08398 2.89988 0.0 0.2 0.0
C 1.11771 -1.14260 3.74634 0.1 0.1 0.1
C 0.48189 -0.88936 4.94764 0.0 0.0 0.0
C 0.20755 0.42143 5.32428 0.0 0.0 0.0
C 0.54944 1.47969 4.49252 0.0 0.0 0.0
C 1.16954 1.22876 3.28162 0.0 0.0 0.0
H 2.71095 -1.24967 1.56347 0.5 0.2 0.4
H 2.59167 0.55171 1.14893 0.5 0.0 0.3
H 1.36124 -2.15777 3.46256 0.0 0.0 0.0
H 0.21592 -1.70706 5.60323 0.0 0.0 0.0
H -0.27262 0.61701 6.27394 0.0 0.0 0.0
H 0.33705 2.49664 4.79400 0.0 0.0 0.0
H 1.44704 2.04349 2.62511 0.0 0.0 0.0
```
Forces are in eV/Å.

Calculated total energy (Ha): -2707.2901
ΔE to the lowest compared entry with this formula, charge and spin (kJ/mol): 124.0
LUMO energy (spin up / spin down) (eV): -4.092 / -4.089
Total charge: +1
HOMO level (spin up / spin down) (eV): -10.242 / -10.239
Gap between HOMO and LUMO (spin up / spin down) (eV): 6.1507 / 6.1503

What is the total charge in the second record? +1

Which value of total charge does entry 2 give? +1

Which of these has the lowest total charge? C43H34ClN5O2PSr